Entry 1:
# C24H33Cl3F15NO11

A cluster of 7 separate species, C24H33Cl3F15NO11 in total (the ωB97M-V functional and the def2-TZVPD basis, the OMol25 dataset).

E_HOMO: -9.42 eV
Relative energy (zero: lowest compared OMol25 entry of this formula, charge and spin): 0.00 kcal/mol
SMILES string: CCOC(=O)C(F)(F)F.CCOC(=O)C(F)(F)F.CCOC(=O)C(F)(F)F.CCOC(=O)C(F)(F)F.CCOC(=O)C(F)(F)F.ClC(Cl)Cl.CN(C)C=O
HOMO-LUMO gap: 9.8126 eV

Each line ends with the Mulliken charge.
CARTESIAN COORDINATES (ANGSTROEM)
Cl1 4.5881 4.3894 -1.4265  -0.131
Cl2 5.0390 1.4866 -1.6690  -0.123
Cl3 4.7882 2.7003 0.9243  -0.124
F1 -0.8143 1.0887 8.2462  -0.278
F2 0.9744 6.1561 -4.3027  -0.266
F3 -1.1641 3.0468 7.4197  -0.257
F4 0.0762 2.5910 1.3911  -0.235
F5 0.6767 1.6828 3.3281  -0.197
F6 2.3853 -3.7169 -3.4492  -0.233
F7 1.9216 -3.3984 -5.5733  -0.259
F8 2.3704 -1.7379 -4.2719  -0.234
F9 2.2568 5.9648 -2.5649  -0.236
F10 -0.1232 1.5657 6.2530  -0.222
F11 -0.6340 -4.7123 1.4638  -0.210
F12 -0.0883 -5.8462 -0.3175  -0.249
F13 2.1496 4.3497 -4.0224  -0.220
F14 1.7579 3.3742 2.4890  -0.272
F15 -1.8121 -6.4317 0.8255  -0.266
O1 5.0640 -2.7930 -4.1410  -0.545
O2 -3.4905 1.5433 7.1245  -0.543
O3 -2.3480 0.6650 5.4341  -0.159
O4 -0.5110 5.5110 -2.0556  -0.536
O5 -2.7708 -3.6644 0.2786  -0.189
O6 -1.9599 -4.4076 -1.6455  -0.511
O7 -1.6739 3.4666 3.0993  -0.101
O8 -0.0571 4.4564 4.2937  -0.574
O9 0.1557 3.4400 -2.6011  -0.230
O10 4.3744 -3.9348 -5.9217  -0.281
O11 -0.4673 -0.8747 1.3029  -0.641
N1 1.0703 -1.1208 -0.3189  0.383
C1 -3.5229 0.1048 4.8280  -0.448
C2 -1.1059 -5.3686 0.4074  0.903
C3 6.2332 -5.3504 -5.3156  -1.100
C4 4.1905 -3.1966 -4.8456  0.299
C5 -2.7233 3.9684 3.9309  -0.139
C6 -1.0951 1.7552 7.1254  1.020
C7 0.0997 -1.6000 -1.2808  -0.082
C8 2.5009 -1.0474 -0.6993  -0.708
C9 -1.1732 1.4741 -3.0195  -1.309
C10 -0.4292 3.7284 3.4104  0.342
C11 5.7311 -4.2908 -6.2683  -0.204
C12 -5.1716 -3.8666 -0.1642  -1.226
C13 2.6919 -3.0145 -4.5524  0.946
C14 -3.0649 5.4571 3.8403  -1.273
C15 0.2450 4.7423 -2.5673  0.350
C16 0.5463 2.8220 2.6467  0.870
C17 4.2777 2.7875 -0.7593  0.539
C18 -0.8991 2.6532 -2.0817  0.386
C19 0.6694 -0.6915 0.8868  -0.225
C20 -2.4615 1.2784 6.6008  0.276
C21 -3.8758 -3.0603 -0.3405  -0.241
C22 -3.2333 0.0848 3.3334  -0.822
C23 -1.9914 -4.4468 -0.4522  0.384
C24 1.4400 5.2818 -3.3910  0.889
H1 -4.0608 -0.1739 2.6767  0.471
H2 -4.9990 -4.8638 -0.5760  0.331
H3 -3.6755 -0.8495 5.3311  0.419
H4 -5.4978 -3.9384 0.8725  0.289
H5 -3.4290 5.6716 2.8383  0.312
H6 -0.6820 -0.8733 -1.5112  -0.184
H7 6.2105 -5.0075 -4.2868  0.323
H8 2.9916 -2.0208 -0.6121  0.314
H9 -1.8069 3.2503 -1.9833  0.382
H10 0.4486 -1.8869 -2.2713  0.132
H11 -4.4044 0.7214 5.0185  0.311
H12 6.3311 -3.3820 -6.1831  0.283
H13 3.1277 -0.2656 -0.2877  0.233
H14 2.4266 -0.9737 -1.7871  0.181
H15 -1.7756 1.8418 -3.8497  0.421
H16 -6.0037 -3.4280 -0.7142  0.391
H17 -2.6750 3.4931 4.9137  0.165
H18 5.6195 -6.2516 -5.4122  0.304
H19 -0.2392 1.0497 -3.3833  0.300
H20 3.2144 2.5832 -0.8044  -0.175
H21 -2.6318 0.9330 3.0164  -0.014
H22 1.4657 -0.2457 1.4981  0.458
H23 -3.8083 5.6982 4.5934  0.389
H24 -1.7431 0.7168 -2.4844  0.318
H25 -4.0951 -2.0735 0.0688  0.350
H26 7.2143 -5.7391 -5.5940  0.373
H27 -3.6036 3.4137 3.5837  0.309
H28 5.7783 -4.5452 -7.3226  0.333
H29 -2.1270 5.9854 4.0058  0.338
H30 -2.5626 -0.7663 3.1577  0.275
H31 -3.7261 -2.8915 -1.4059  0.316
H32 -0.3402 -2.4980 -0.8531  0.043
H33 -0.5543 2.2722 -1.1171  -0.182


Entry 2:
# C24H33CrNO3

A structure of composition C24H33CrNO3 (the ωB97M-V functional and the def2-TZVPD basis, the OMol25 dataset).

E_HOMO (alpha / beta): -5.96 / -6.97 eV
Multiplicity: 5
Relative energy (zero: lowest compared OMol25 entry of this formula, charge and spin): 10.78 kcal/mol
HOMO-LUMO gap (alpha / beta): 6.4142 / 7.4030 eV

Each line ends with the Mulliken spin population.
CARTESIAN COORDINATES (ANGSTROEM)
Cr1 0.0837 0.2113 -0.4474  3.956
O1 -0.7262 1.2448 -2.0197  -0.044
O2 2.3422 -2.9792 -5.7741  0.001
O3 1.0566 -0.8679 -1.7528  -0.103
N1 -2.0820 0.3950 0.2760  -0.060
C1 1.6761 -2.0355 -5.0717  0.001
C2 0.9270 -1.1293 -5.8624  0.003
C3 -4.5945 -0.5902 2.3086  0.001
C4 1.2169 1.6080 1.3745  0.185
C5 -3.1532 0.4663 0.6764  0.036
C6 -1.2240 2.1042 -4.1360  0.005
C7 -0.9101 1.7941 2.8183  -0.002
C8 -0.5515 1.0845 -3.2472  0.049
C9 3.3339 0.7107 0.1476  0.061
C10 -4.5123 0.5097 1.2431  0.009
C11 0.9655 -0.9116 -3.0343  0.024
C12 3.1224 -3.9107 -5.0429  0.000
C13 -0.6275 -1.3991 2.6547  -0.012
C14 1.4119 -0.6656 1.2206  -0.021
C15 -5.5266 0.2585 0.1210  0.002
C16 2.0075 -2.0297 1.0161  0.002
C17 -4.7450 1.8905 1.8706  0.001
C18 1.6962 -1.9301 -3.7054  0.011
C19 0.2625 -0.3806 2.0131  0.094
C20 0.2312 -0.1418 -5.2400  -0.004
C21 0.2103 0.0143 -3.8282  0.058
C22 1.4567 3.0861 1.2839  -0.001
C23 0.1386 1.0121 2.0874  -0.213
C24 2.0266 0.5706 0.8687  -0.034
H1 2.2605 3.3197 0.5860  -0.003
H2 -5.5950 -0.5912 2.7439  0.000
H3 4.1758 0.4792 0.8069  -0.001
H4 -0.3380 0.5453 -5.8507  0.001
H5 1.3074 -2.7223 0.5427  -0.001
H6 -0.5049 2.2564 3.7235  0.001
H7 -4.0243 2.0864 2.6638  0.000
H8 -1.6660 -1.0623 2.6956  -0.001
H9 -6.5327 0.2843 0.5404  0.000
H10 1.7339 3.5075 2.2550  0.004
H11 -1.3121 2.5999 2.1964  -0.002
H12 3.5723 -4.5692 -5.7802  0.000
H13 2.4999 -4.4949 -4.3617  0.000
H14 2.2597 -2.6038 -3.0774  0.000
H15 -5.7503 1.9213 2.2917  0.000
H16 3.3886 0.0354 -0.7092  0.002
H17 -0.6117 -2.3426 2.1053  -0.010
H18 -1.6121 2.9009 -3.5075  0.000
H19 0.9308 -1.2437 -6.9367  0.001
H20 2.3138 -2.4708 1.9692  0.003
H21 0.5659 3.6225 0.9470  0.000
H22 -4.6553 2.6754 1.1198  -0.001
H23 -5.4488 1.0248 -0.6500  0.000
H24 -1.7485 1.1645 3.1259  0.001
H25 -2.0479 1.6508 -4.6893  0.001
H26 2.8866 -1.9800 0.3749  0.000
H27 -0.5260 2.5213 -4.8612  0.001
H28 -5.3685 -0.7154 -0.3423  0.000
H29 -3.8722 -0.4199 3.1077  0.000
H30 -4.4003 -1.5731 1.8793  0.000
H31 -0.3184 -1.6191 3.6814  0.003
H32 3.4823 1.7239 -0.2266  -0.007
H33 3.9060 -3.4046 -4.4751  0.000


Entry 3:
# C24H33CuN6O2

A structure of composition C24H33CuN6O2 (the ωB97M-V functional and the def2-TZVPD basis, the OMol25 dataset).

Net charge: +1
E_HOMO (alpha / beta): -9.39 / -9.33 eV
Multiplicity: 2
HOMO-LUMO gap (alpha / beta): 7.0234 / 6.4627 eV

Each line ends with the Mulliken spin population.
CARTESIAN COORDINATES (ANGSTROEM)
Cu1 -0.0355 -0.0637 -0.3007  0.607
O1 -0.1756 1.5133 -1.6930  0.029
O2 0.0332 -2.9486 -0.6302  -0.006
N1 0.0235 -0.6540 1.5161  0.215
N2 2.1197 -0.1231 -0.1560  0.093
N3 -0.2425 3.7609 -1.2492  0.002
N4 -2.1324 -0.3935 -0.1677  0.096
N5 0.0872 2.1598 0.4304  -0.010
N6 0.4208 2.6788 2.6033  0.000
C1 -0.1978 -4.5377 1.1437  -0.001
C2 2.5014 -1.0648 -1.2319  0.002
C3 -2.5915 -1.3776 -1.1642  -0.003
C4 -0.1089 2.4426 -0.8562  -0.004
C5 2.8492 1.1385 -0.3443  -0.005
C6 -3.8268 -1.3816 3.0270  -0.001
C7 3.9114 -1.6217 2.7718  0.007
C8 -1.2148 -0.8829 2.0744  -0.013
C9 1.5350 -1.8070 3.1243  0.017
C10 -0.0737 -4.1128 -0.2918  0.000
C11 -1.4773 -1.0593 3.4459  0.002
C12 2.8347 -2.0651 3.5233  -0.001
C13 3.6627 -0.9596 1.5804  0.001
C14 -0.1400 4.7403 -0.3147  0.002
C15 -0.5180 4.0464 -2.6550  0.000
C16 2.3689 -0.7081 1.1585  -0.010
C17 -2.8548 0.8738 -0.3922  -0.004
C18 0.0830 4.4730 0.9937  -0.001
C19 -2.3333 -0.8272 1.2172  -0.023
C20 -2.7576 -1.3090 3.9072  0.003
C21 -3.6064 -1.1033 1.6882  0.008
C22 1.2566 -1.0668 1.9572  -0.016
C23 -0.1228 -5.2267 -1.3018  0.000
C24 0.1943 3.0983 1.3573  0.001
H1 -3.9360 0.7312 -0.3237  0.004
H2 0.4418 1.6781 2.7521  -0.002
H3 -2.9192 -1.4424 4.9692  0.000
H4 -1.5468 3.7814 -2.8981  0.000
H5 0.7276 -2.1969 3.7221  0.000
H6 3.0067 -2.6264 4.4329  0.000
H7 -2.6142 1.2488 -1.3864  0.000
H8 0.1378 3.4484 -3.2820  0.000
H9 0.3086 -3.8298 1.7915  0.000
H10 -1.2593 -4.5457 1.4094  0.000
H11 0.7993 -5.8075 -1.2256  0.000
H12 -0.2151 -4.8395 -2.3143  0.000
H13 1.9475 -1.9893 -1.1183  0.000
H14 -0.2365 5.7539 -0.6780  0.000
H15 3.5730 -1.2854 -1.2022  0.001
H16 -2.3321 -1.0194 -2.1610  0.002
H17 -4.4494 -1.0950 1.0071  -0.001
H18 0.4510 3.3050 3.3862  0.000
H19 2.4420 1.6676 -1.2069  0.002
H20 2.7430 1.7633 0.5394  0.000
H21 2.2593 -0.6223 -2.1999  0.000
H22 -0.3587 5.1029 -2.8497  0.000
H23 -3.6755 -1.5154 -1.1154  0.004
H24 -2.0997 -2.3285 -0.9984  -0.001
H25 -0.9544 -5.8959 -1.0770  0.000
H26 4.9258 -1.8265 3.0847  0.000
H27 0.1662 5.2640 1.7229  0.000
H28 4.5012 -0.6606 0.9622  -0.001
H29 0.1991 -5.5402 1.2941  0.000
H30 -0.6788 -0.9663 4.1654  -0.001
H31 -2.5535 1.6067 0.3545  0.001
H32 3.9128 0.9602 -0.5221  0.004
H33 -4.8194 -1.6218 3.3817  0.000